A molecular structure, C3H10N4 in a non-equilibrium geometry, computed with wB97M-V/def2-TZVPD.

Properties
energy above the lowest of the compared OMol25 structures with the same formula, charge and spin	3.716	eV
HOMO energy	-7.9	eV
total charge	0
E	-9229.8682	eV
LUMO energy	0.9	eV
HOMO-LUMO gap	8.9	eV

```
17
Properties=species:S:1:pos:R:3:forces:R:3
C 2.443 0.916 0.294 0.5 -0.2 0.4
N 0.696 -2.050 -0.150 -1.7 0.2 0.6
N 1.703 -1.202 -0.162 0.1 2.1 0.2
N 1.458 -0.129 0.486 1.1 -1.8 -0.7
H -0.240 -1.584 0.045 1.4 -0.9 -0.3
H 0.730 -2.691 -0.931 0.1 0.1 0.2
H 2.800 1.255 1.274 -0.1 0.1 -0.2
H 1.967 1.736 -0.241 0.0 0.1 0.1
H 3.294 0.563 -0.286 0.0 -0.1 -0.1
C -2.458 0.302 0.561 -0.1 -0.1 0.0
C -1.169 0.300 -0.214 1.9 0.7 1.1
N -1.043 0.614 -1.430 0.0 0.1 -0.8
H -1.923 0.862 -1.900 -0.1 -0.1 0.2
H 0.103 0.205 0.341 -3.2 -0.1 -0.6
H -2.422 1.062 1.348 0.0 -0.1 0.0
H -3.322 0.511 -0.081 0.1 0.0 0.0
H -2.618 -0.668 1.046 0.0 0.1 0.0
```
Positions in Å, forces in eV/Å.

***

A gas-phase ion, C5H9N6 (charge +1) in a non-equilibrium geometry, computed with wB97M-V/def2-TZVPD.

Properties
energy above the lowest of the compared OMol25 structures with the same formula, charge and spin	0.841	eV
HOMO energy	-13.2	eV
total charge	+1
SMILES	NN1C=NC[C@]12N=CNC2=[NH2+]
E	-14262.2010	eV
LUMO energy	-3.4	eV
HOMO-LUMO gap	9.8	eV

```
20
Properties=species:S:1:pos:R:3:forces:R:3
C -1.973 0.389 -0.618 0.6 0.5 -1.2
C 2.019 0.763 0.647 -0.5 1.3 -0.3
C -0.155 0.316 0.744 3.8 -2.9 -1.3
C -1.448 -0.083 1.480 0.1 3.2 2.7
C 0.650 -0.892 0.129 0.7 1.5 1.1
N -2.441 0.034 0.482 -1.1 -0.2 -0.5
N 0.927 1.209 1.108 -1.1 0.9 1.6
N -0.495 0.496 -0.737 -2.8 0.2 2.4
N 1.918 -0.374 -0.055 -1.5 -3.0 -0.7
N 0.364 -2.147 -0.100 0.8 -1.4 -2.0
N 0.253 1.383 -1.474 0.4 -0.4 0.6
H -2.596 0.575 -1.489 0.3 0.0 0.0
H 2.993 1.201 0.615 0.3 0.8 0.6
H -1.484 -1.035 2.001 0.5 -0.3 -0.4
H -1.720 0.678 2.386 0.8 -1.5 -2.2
H 2.660 -0.802 -0.588 0.0 -0.1 0.1
H 0.922 -2.611 -0.850 -0.6 0.4 1.1
H -0.529 -2.607 0.003 -0.2 0.6 0.4
H 0.162 2.365 -1.318 -0.6 0.7 0.6
H -0.027 1.143 -2.368 0.1 0.0 -2.6
```
Positions in Å, forces in eV/Å.

***

C9H11NOS in the gas phase, computed with wB97M-V/def2-TZVPD.

Properties
energy above the lowest of the compared OMol25 structures with the same formula, charge and spin	1.608	eV
HOMO energy	-8.6	eV
total charge	0
SMILES	O/N=C1/CCCCc2sccc21
E	-23882.8465	eV
LUMO energy	0.9	eV
HOMO-LUMO gap	9.5	eV

```
23
Properties=species:S:1:pos:R:3:forces:R:3
O -0.826 -2.812 -0.988 0.4 0.3 0.2
H -1.513 -3.400 -1.329 0.0 0.3 0.2
N -1.547 -1.802 -0.341 -0.9 -0.4 -0.2
C -0.881 -0.853 0.176 0.1 -0.2 -0.2
C 0.584 -0.752 0.163 0.3 0.0 -0.2
C 1.300 0.319 -0.289 0.5 -0.1 0.0
S 3.008 0.024 -0.167 -0.6 -0.2 0.1
C 2.734 -1.542 0.496 0.2 0.2 -0.1
C 1.417 -1.822 0.602 0.2 0.0 0.1
H 1.026 -2.746 0.987 0.0 -0.2 0.0
H 3.573 -2.155 0.760 0.1 -0.2 0.1
C 0.840 1.607 -0.884 -0.1 0.1 -0.2
C -0.664 1.841 -0.747 0.1 0.2 0.2
C -1.138 1.612 0.691 -0.1 0.0 -0.1
H -0.305 1.786 1.374 0.0 0.1 0.1
H -1.926 2.322 0.949 0.0 0.0 0.1
C -1.687 0.197 0.886 -0.1 0.1 0.2
H -1.698 -0.047 1.952 -0.1 0.0 0.0
H -2.713 0.129 0.522 0.0 0.0 0.0
H -1.205 1.170 -1.417 0.0 0.0 -0.1
H -0.878 2.865 -1.060 0.0 -0.1 -0.1
H 1.121 1.634 -1.943 0.0 0.1 0.1
H 1.379 2.425 -0.394 0.0 0.0 0.0
```
Positions in Å, forces in eV/Å.